This record from the Open Molecules 2025 dataset describes the molecule C12H25NO2. The level of theory is ωB97M-V with the def2-TZVPD basis set.

Each line ends with the Mulliken charge.
Atoms and positions in Å:
C1 -1.951 -0.445 -2.819  -0.845
C2 -0.456 -0.114 -2.828  -0.216
C3 0.514 -1.306 -2.784  -0.906
C4 0.786 -1.943 -1.416  -0.566
C5 1.219 -0.940 -0.348  0.988
C6 1.704 -1.601 0.950  -0.970
C7 2.164 -0.621 2.032  -0.921
C8 1.091 0.368 2.515  -0.340
C9 1.126 1.701 1.777  -0.470
C10 0.022 2.692 2.166  -0.960
C11 -1.407 2.126 2.029  -0.710
C12 -1.641 1.469 0.696  0.652
H1 -3.409 -1.264 -1.653  0.240
H2 -2.000 -2.046 -1.511  0.180
H3 -2.510 0.488 -2.891  0.375
H4 -2.184 -1.042 -3.715  0.436
H5 -0.262 0.579 -1.993  0.095
H6 -0.277 0.448 -3.763  0.348
H7 1.475 -0.931 -3.170  0.383
H8 0.182 -2.082 -3.492  0.286
H9 -0.094 -2.494 -1.061  0.128
H10 1.582 -2.681 -1.550  0.445
H11 2.020 -0.287 -0.740  0.385
H12 0.370 -0.286 -0.107  -0.960
H13 2.524 -2.302 0.731  0.424
H14 0.893 -2.209 1.350  0.339
H15 3.048 -0.061 1.679  0.363
H16 2.535 -1.220 2.881  0.317
H17 1.220 0.553 3.587  0.444
H18 0.107 -0.105 2.428  0.172
H19 1.041 1.525 0.702  0.107
H20 2.101 2.187 1.929  0.522
H21 0.116 3.591 1.543  0.346
H22 0.156 3.021 3.199  0.390
H23 -2.153 2.934 2.115  0.409
H24 -1.635 1.410 2.828  0.310
H25 -2.105 -0.225 -0.127  0.521
N1 -2.410 -1.117 -1.597  -0.549
O1 -2.020 0.193 0.800  -0.556
O2 -1.482 2.038 -0.372  -0.636

Output
SMILES: NCCCCCCCCCCCC(=O)O
Total energy: -677.5120 hartree
Orbital gap: 10.60 eV
LUMO level: 0.87 eV

=====

This record from the Open Molecules 2025 dataset describes a cluster of 2 separate species, C12H26 in total. The level of theory is ωB97M-V with the def2-TZVPD basis set.

Each line ends with the Mulliken charge.
Atoms and positions in Å:
C1 -4.091 -1.574 3.411  -1.277
C2 -3.532 -0.174 3.373  -0.387
C3 -2.666 0.012 2.136  -0.458
C4 -2.084 1.413 2.058  -0.701
C5 -1.257 1.776 0.854  -0.238
C6 -0.702 3.017 0.896  -0.771
H1 -4.697 -1.707 4.306  0.379
H2 -4.696 -1.762 2.526  0.317
H3 -3.282 -2.302 3.404  0.323
H4 -4.327 0.568 3.326  0.300
H5 -2.944 0.051 4.261  0.345
H6 -1.868 -0.753 2.131  0.181
H7 -3.257 -0.112 1.216  0.325
H8 -2.930 2.121 2.064  0.382
H9 -1.504 1.620 2.965  0.369
H10 0.501 0.537 0.739  -0.176
H11 -1.621 1.334 -0.116  0.342
H12 -0.114 3.485 0.081  0.261
H13 -0.790 3.642 1.732  0.298
C7 3.210 -0.514 -5.111  -1.231
C8 2.423 -1.038 -3.917  -0.361
C9 2.866 -0.399 -2.597  -0.576
C10 2.034 -0.874 -1.412  -0.619
C11 2.267 -0.221 -0.084  -0.825
H14 2.435 0.824 -0.171  0.444
C12 1.194 -0.275 0.956  -0.797
H15 2.840 -0.988 -6.029  0.362
H16 3.106 0.570 -5.189  0.312
H17 4.274 -0.732 -4.991  0.313
H18 1.354 -0.858 -4.058  0.342
H19 2.544 -2.121 -3.830  0.307
H20 3.915 -0.661 -2.406  0.265
H21 2.808 0.696 -2.686  0.389
H22 0.985 -0.763 -1.655  0.341
H23 2.201 -1.944 -1.249  0.238
H24 3.200 -0.502 0.331  0.436
H25 1.596 -0.206 1.917  0.506
H26 0.609 -1.188 0.819  0.337

Output
ΔE to the lowest compared entry with this formula, charge and spin: 0.000 eV
SMILES: C=CCCCC.CCCCCC
Total energy: -472.7563 hartree
Orbital gap: 10.26 eV
LUMO level: 1.13 eV

=====

This record from the Open Molecules 2025 dataset describes a cluster of 2 separate species, C12H26Cl2IN2O4 in total. The level of theory is ωB97M-V with the def2-TZVPD basis set.

Each line ends with the Mulliken charge.
Atoms and positions in Å:
C1 -1.220 0.539 0.726  -1.392
C2 -1.812 -0.858 0.604  0.899
Cl1 -1.696 -1.343 -1.109  -0.185
C3 -3.290 -0.904 0.975  -0.655
Cl2 -3.678 0.184 2.397  -0.145
N1 -3.772 -2.230 1.170  0.201
O1 -5.136 -2.247 1.447  -0.435
C4 -3.007 -3.038 2.076  0.473
O2 -2.035 -3.679 1.695  -0.511
O3 -3.478 -2.998 3.330  -0.332
C5 -2.506 -3.310 4.330  -0.692
C6 -1.592 -2.113 4.626  -0.162
C7 -0.140 -2.484 4.385  -1.120
I1 1.146 -0.911 5.061  -0.019
H1 -0.291 0.564 0.173  0.275
H2 -0.980 0.767 1.754  0.392
H3 -1.903 1.264 0.305  0.372
H4 -1.220 -1.515 1.223  -0.150
H5 -3.852 -0.479 0.158  0.576
H6 -5.269 -1.906 2.345  0.351
H7 -1.933 -4.193 4.084  0.442
H8 -3.069 -3.547 5.220  0.310
H9 -1.773 -1.728 5.618  0.503
H10 -1.863 -1.334 3.924  0.127
H11 0.138 -3.420 4.843  0.520
H12 0.032 -2.559 3.322  0.367
C8 2.221 0.546 -3.259  -0.957
N2 2.680 1.926 -3.637  -0.087
C9 2.326 2.151 -5.071  -0.879
C10 4.159 2.017 -3.481  -0.886
C11 1.982 3.000 -2.833  -0.550
C12 2.241 3.014 -1.346  -0.596
O4 1.798 1.791 -0.781  -0.389
H13 2.549 -0.135 -4.040  0.360
H14 2.673 0.262 -2.319  0.372
H15 1.139 0.542 -3.186  0.454
H16 2.827 1.399 -5.673  0.398
H17 2.655 3.144 -5.363  0.398
H18 1.248 2.062 -5.180  0.396
H19 4.423 1.792 -2.453  0.377
H20 4.479 3.021 -3.747  0.355
H21 4.618 1.288 -4.144  0.395
H22 0.918 2.865 -3.026  0.394
H23 2.302 3.951 -3.256  0.369
H24 1.675 3.850 -0.928  0.383
H25 3.300 3.180 -1.123  0.411
H26 1.985 1.809 0.162  0.272

Output
ΔE to the lowest compared entry with this formula, charge and spin: 0.209 eV
Total charge: +1
Total energy: -2101.0892 hartree
Orbital gap: 8.69 eV
LUMO level: -2.65 eV